Record 1
Formula: C4H11N3O
Source: the Open Molecules 2025 dataset
Level of theory: ωB97M-V/def2-TZVPD

- Kohn-Sham gap (eV) = 9.872
- electronic energy (a.u.) = -398.43504
- SMILES = CC(=O)N(N)N.C=C
- ΔE to the lowest compared entry with this formula, charge and spin (kJ/mol) = 312.75
- 2S+1 = 1

Positions of all 19 atoms, in Å:
C  2.284  0.635  0.483
C  1.402  -0.012  -0.554
O  1.656  -1.132  -1.009
N  0.303  0.741  -0.986
N  -0.609  0.207  -1.873
N  -0.043  1.971  -0.490
H  2.909  -0.132  0.950
H  1.690  1.103  1.273
H  2.927  1.378  0.005
H  -0.083  -0.463  -2.448
H  -1.219  -0.401  -1.320
H  0.339  2.664  -1.134
H  -1.054  2.042  -0.619
C  -1.324  -1.076  1.655
C  -2.179  -1.789  0.917
H  -1.662  -0.240  2.260
H  -0.265  -1.316  1.668
H  -3.239  -1.556  0.906
H  -1.832  -2.624  0.315



Record 2
Formula: C31H45BrMgN2P2
Source: the Open Molecules 2025 dataset
Level of theory: ωB97M-V/def2-TZVPD

- total charge = +2
- Kohn-Sham gap (eV) = 3.531
- electronic energy (a.u.) = -4773.75623
- ΔE to the lowest compared entry with this formula, charge and spin (kJ/mol) = 399.66
- 2S+1 = 1

Positions of all 82 atoms, in Å:
C  -0.794  7.229  -4.184
C  -0.928  5.843  -4.484
C  -1.263  5.618  -5.853
C  -1.337  6.681  -6.809
N  -1.158  7.989  -6.494
C  -0.883  8.245  -5.188
C  -0.689  4.756  -3.458
C  -0.586  3.924  -2.551
C  -0.727  2.965  -1.479
C  0.160  2.695  -0.434
C  -0.196  1.703  0.540
C  -1.612  1.376  0.769
C  -2.455  1.565  -0.355
C  -2.017  2.353  -1.415
Mg  -0.092  -0.070  -1.242
P  1.795  -1.449  0.928
H  -1.432  4.596  -6.208
H  -0.574  7.534  -3.157
H  -1.538  6.477  -7.879
H  -0.715  9.312  -4.935
H  -2.745  2.646  -2.165
H  1.078  3.290  -0.338
H  -3.499  1.238  -0.369
H  0.727  1.471  1.083
C  2.355  -3.020  1.796
C  3.317  -4.020  1.195
H  1.409  -3.507  2.034
H  2.708  -2.705  2.782
H  3.477  -4.820  1.936
H  2.916  -4.456  0.278
H  4.298  -3.588  0.988
C  2.424  -1.557  -0.769
C  3.270  -0.416  -1.312
H  1.466  -1.488  -1.381
H  2.887  -2.559  -0.857
H  3.174  -0.534  -2.394
H  2.814  0.558  -1.068
H  4.352  -0.401  -1.109
C  3.094  -0.433  1.717
C  4.526  -0.875  1.563
H  2.872  -0.356  2.784
H  2.963  0.552  1.269
H  5.165  -0.009  1.766
H  4.802  -1.643  2.282
H  4.778  -1.250  0.579
Br  -2.605  0.721  2.253
P  -2.123  -3.025  -0.958
C  -0.410  -3.466  -1.085
C  -0.047  -4.847  -1.685
H  0.022  -3.410  -0.081
H  0.062  -2.773  -1.811
H  1.029  -4.854  -1.912
H  -0.281  -5.717  -1.058
H  -0.578  -4.960  -2.635
C  -2.755  -2.723  0.724
C  -4.145  -3.388  0.673
H  -2.783  -1.652  0.997
H  -2.147  -3.283  1.444
H  -4.567  -3.520  1.671
H  -4.879  -2.838  0.077
H  -4.045  -4.370  0.192
C  -2.361  -1.529  -1.934
C  -2.804  -1.949  -3.385
H  -1.424  -0.894  -2.199
H  -3.155  -0.881  -1.514
H  -3.121  -1.048  -3.940
H  -1.963  -2.410  -3.938
H  -3.621  -2.682  -3.359
N  0.076  0.390  3.140
C  0.047  0.435  4.483
C  1.306  0.430  5.139
C  1.321  0.329  6.522
C  0.079  0.288  7.204
C  -1.175  0.301  6.546
C  -1.180  0.355  5.165
H  0.959  0.309  2.659
H  -0.714  -0.171  2.752
H  2.216  0.350  4.499
H  2.305  0.264  7.014
H  0.102  0.236  8.294
H  -2.138  0.246  7.077
H  -2.087  0.277  4.568



Record 3
Formula: C39H48MnP2Si
Source: the Open Molecules 2025 dataset
Level of theory: ωB97M-V/def2-TZVPD

- Kohn-Sham gap (spin up / spin down) (eV) = 5.695 / 6.957
- electronic energy (a.u.) = -3637.86767
- ΔE to the lowest compared entry with this formula, charge and spin (kJ/mol) = 0.00
- expectation value of S² = 8.804
- 2S+1 = 6

Positions of all 91 atoms, in Å:
Mn  0.317  -0.674  -1.444
C  -2.139  -0.126  0.248
C  -1.991  -0.411  -1.100
C  -2.430  0.578  -2.171
C  -1.315  1.512  -2.670
C  -0.117  1.672  -1.722
C  -0.195  2.164  -0.436
C  -1.497  2.430  0.214
C  -2.345  1.237  0.763
C  2.284  -0.398  -1.477
H  -2.073  -0.921  1.009
H  -1.898  -1.472  -1.446
H  -3.322  1.145  -1.859
H  -2.750  0.012  -3.056
H  -0.908  1.107  -3.610
H  -1.740  2.478  -2.982
H  0.832  1.775  -2.286
H  0.722  2.464  0.089
H  -2.149  2.997  -0.486
H  -1.329  3.099  1.074
H  -2.186  1.180  1.845
H  -3.392  1.569  0.623
H  2.755  -1.402  -1.505
H  2.764  0.289  -0.747
H  2.248  0.062  -2.486
P  -0.148  -1.774  -8.603
P  1.545  0.384  -8.915
C  -1.016  -0.288  -9.248
C  -0.153  0.729  -9.517
C  -0.668  -3.036  -9.845
C  -1.831  -2.902  -10.624
C  -2.187  -3.920  -11.521
C  -1.386  -5.051  -11.651
C  -0.203  -5.174  -10.905
C  0.162  -4.163  -10.006
C  -1.038  -2.155  -7.060
C  -0.716  -1.369  -5.940
C  -1.363  -1.606  -4.734
C  -2.412  -2.520  -4.649
C  -2.740  -3.284  -5.772
C  -2.040  -3.124  -6.970
C  2.454  0.868  -10.455
C  2.326  0.042  -11.593
C  2.838  0.460  -12.827
C  3.491  1.698  -12.929
C  3.660  2.508  -11.796
C  3.155  2.077  -10.560
C  1.810  1.818  -7.814
C  3.038  1.876  -7.121
C  3.376  3.029  -6.418
C  2.489  4.113  -6.373
C  1.243  4.020  -7.004
C  0.891  2.860  -7.690
H  -2.101  -0.292  -9.390
H  -0.367  1.671  -10.055
H  -2.458  -2.008  -10.541
H  -3.099  -3.811  -12.102
H  -1.680  -5.857  -12.340
H  0.430  -6.055  -11.016
H  1.095  -4.247  -9.424
H  0.007  -0.563  -6.044
H  -1.034  -1.056  -3.850
H  -2.977  -2.606  -3.717
H  -3.556  -3.996  -5.697
H  -2.309  -3.734  -7.828
H  1.792  -0.911  -11.519
H  2.716  -0.171  -13.714
H  3.877  2.035  -13.898
H  4.168  3.475  -11.865
H  3.283  2.718  -9.682
H  3.723  1.023  -7.159
H  4.342  3.089  -5.906
H  2.762  5.022  -5.834
H  0.546  4.850  -6.965
H  -0.081  2.776  -8.161
C  3.088  -1.503  2.324
Si  1.360  -0.740  2.144
C  0.380  -1.058  3.737
C  1.620  1.138  2.074
C  0.581  -1.501  0.547
H  3.605  -1.092  3.201
H  3.710  -1.289  1.441
H  3.067  -2.594  2.455
H  0.966  -0.713  4.606
H  -0.578  -0.521  3.745
H  0.167  -2.127  3.906
H  2.245  1.455  1.230
H  0.687  1.712  1.991
H  2.116  1.535  2.973
H  1.232  -2.342  0.176
H  -0.332  -2.009  0.877



Record 4
Formula: C20H35NOS
Source: the Open Molecules 2025 dataset
Level of theory: ωB97M-V/def2-TZVPD

- Kohn-Sham gap (eV) = 8.767
- electronic energy (a.u.) = -1311.26598
- SMILES = CCCCCCCCN[C@H](C)[C@@H](O)c1ccc(SC(C)C)cc1
- ΔE to the lowest compared entry with this formula, charge and spin (kJ/mol) = 20.73
- 2S+1 = 1

Positions of all 58 atoms, in Å:
C  0.921  4.087  -0.171
C  1.978  4.260  0.913
C  1.686  3.377  2.125
C  2.818  3.417  3.149
C  2.523  2.619  4.423
C  2.129  1.161  4.185
C  3.233  0.309  3.552
C  2.640  -0.798  2.680
N  1.914  -0.191  1.584
C  1.053  -1.044  0.798
C  1.781  -2.164  0.037
C  0.268  -0.119  -0.173
O  1.130  0.527  -1.078
C  -0.855  -0.885  -0.834
C  -1.972  -1.237  -0.080
C  -3.003  -1.961  -0.638
C  -2.942  -2.359  -1.973
S  -4.299  -3.321  -2.571
C  -4.286  -3.068  -4.399
C  -5.343  -3.995  -4.979
C  -4.564  -1.612  -4.728
C  -1.833  -2.016  -2.730
C  -0.807  -1.281  -2.162
H  0.907  3.059  -0.525
H  -0.066  4.332  0.217
H  1.127  4.739  -1.017
H  2.022  5.307  1.223
H  2.956  3.996  0.504
H  0.758  3.707  2.598
H  1.544  2.354  1.778
H  3.008  4.455  3.434
H  3.732  3.045  2.680
H  3.403  2.656  5.070
H  1.703  3.108  4.955
H  1.260  1.131  3.530
H  1.837  0.718  5.140
H  3.866  -0.133  4.323
H  3.868  0.932  2.921
H  3.447  -1.474  2.348
H  1.927  -1.388  3.264
H  2.550  0.311  0.971
H  0.329  -1.502  1.483
H  2.602  -1.761  -0.556
H  1.088  -2.688  -0.618
H  2.196  -2.881  0.740
H  -0.159  0.693  0.427
H  1.571  -0.147  -1.607
H  -2.036  -0.927  0.953
H  -3.869  -2.227  -0.052
H  -3.300  -3.372  -4.757
H  -6.325  -3.735  -4.590
H  -5.132  -5.029  -4.716
H  -5.361  -3.905  -6.063
H  -4.538  -1.464  -5.807
H  -3.825  -0.957  -4.271
H  -5.548  -1.329  -4.361
H  -1.748  -2.318  -3.762
H  0.035  -1.011  -2.784